(1)
This record from the Open Molecules 2025 dataset describes a 8-piece molecular cluster, C30H39B3ClN7O5 overall at a distorted geometry. The level of theory is the ωB97M-V functional and the def2-TZVPD basis.

Atoms and positions in Å:
Cl: -2.353 4.030 2.083
O: 1.396 2.219 1.655
O: 2.769 1.345 -0.186
O: -1.219 4.391 -0.645
O: -0.641 2.132 -1.650
O: -2.840 2.473 -0.379
N: 3.861 -3.712 1.678
N: 1.915 -0.097 -3.518
N: -5.616 -1.831 -0.682
N: 4.797 5.696 0.649
N: -2.708 -5.228 4.160
N: -3.456 0.102 4.251
N: 0.750 -0.934 -7.430
C: 3.653 -2.391 -0.097
C: -4.926 0.149 0.055
C: 3.848 5.273 1.543
C: 2.801 0.745 -4.138
C: -2.530 -4.183 6.114
C: -2.459 0.833 3.658
C: -5.663 -0.483 1.085
C: -0.844 -1.974 -8.578
C: 3.639 -0.020 -4.920
C: 3.420 6.367 2.260
C: -6.075 -1.706 0.603
C: -2.682 -5.569 6.357
C: 1.372 3.664 -0.495
C: -2.552 -4.000 4.749
C: -1.574 -0.384 5.330
C: 3.282 -1.659 1.056
C: 0.459 -1.533 -8.628
C: 4.986 7.046 0.794
C: 2.183 -1.389 -3.888
C: -0.349 -0.996 -6.613
C: 1.849 2.337 0.393
C: 3.247 -1.370 -4.761
C: -2.927 -0.639 5.275
C: 4.141 7.490 1.786
C: 4.003 -3.657 0.316
C: -4.910 -0.707 -1.023
C: -1.279 0.548 4.307
C: 3.416 -2.500 2.137
C: -2.794 -6.190 5.133
C: -1.356 -1.634 -7.303
B: -1.707 1.558 -0.755
B: -0.173 3.357 -0.970
B: -2.135 3.628 0.275
H: -2.754 -5.397 3.164
H: -1.369 -2.486 -9.374
H: 2.951 -0.629 1.093
H: -6.654 -2.495 1.064
H: -3.555 -1.283 5.874
H: -4.429 0.109 3.976
H: 1.179 0.190 -2.886
H: -4.457 1.124 0.096
H: -0.321 -0.581 -5.615
H: -1.659 0.434 -0.349
H: 2.760 1.813 -3.972
H: -2.709 -6.061 7.320
H: 3.557 4.232 1.590
H: -0.877 -0.821 6.033
H: 2.551 1.270 -1.174
H: 2.114 3.936 -1.358
H: 3.236 -2.339 3.192
H: -5.772 -2.629 -1.284
H: -5.871 -0.090 2.071
H: 3.694 -2.236 -5.233
H: 1.202 -1.592 -9.412
H: -2.926 -7.231 4.871
H: 5.283 5.105 -0.013
H: 1.638 -0.514 -7.186
H: -2.351 -1.834 -6.928
H: 3.663 -2.034 -1.119
H: 1.594 -2.210 -3.500
H: -2.469 -3.104 4.149
H: -2.675 1.491 2.826
H: 1.325 4.558 0.287
H: 4.053 8.512 2.132
H: -2.416 -3.402 6.855
H: -0.310 0.967 4.070
H: 4.446 0.355 -5.536
H: 4.341 -4.521 -0.241
H: 5.703 7.573 0.180
H: 2.671 6.359 3.041
H: 4.053 -4.522 2.255
H: -4.458 -0.612 -2.001

The value obtained for the LUMO energy is -0.518 eV. As for the SMILES: O=C(O)CB1OBOB(Cl)O1.c1cc[nH]c1.c1cc[nH]c1.c1cc[nH]c1.c1cc[nH]c1.c1cc[nH]c1.c1cc[nH]c1.c1cc[nH]c1. The calculation puts the molar mass at 645.58 g/mol. As for the charge: 0. As for the HOMO-LUMO gap: 7.5 eV. The electronic energy is -2460.91935 Ha.

(2)
This record from the Open Molecules 2025 dataset describes a 3-piece molecular cluster, C25H45F4N7O5P2S overall at a distorted geometry. The level of theory is the ωB97M-V functional and the def2-TZVPD basis.

Atoms and positions in Å:
S: -4.351 -0.344 4.420
P: -0.651 2.903 -4.583
P: 1.495 -2.475 4.836
F: -2.064 -3.694 0.528
F: -3.192 -2.977 2.208
F: 0.792 -0.686 -1.339
F: -4.201 -3.485 0.353
O: -1.154 3.268 -3.221
O: -1.494 -1.907 -1.418
O: 0.988 -1.079 4.692
O: -2.005 3.301 2.331
O: -4.321 1.702 0.301
N: -0.692 1.213 -4.538
N: 0.993 3.425 -4.456
N: 3.066 -2.357 4.201
N: 1.769 -3.901 5.787
N: -4.787 -0.673 1.709
N: 0.493 -3.299 3.695
N: -0.682 3.070 -6.308
C: 3.851 -3.518 3.829
C: 1.080 0.887 0.393
C: -2.026 1.232 -0.035
C: -3.417 0.900 0.351
C: 1.962 2.511 -3.868
C: -1.637 2.680 0.042
C: 0.007 0.370 -5.490
C: -3.100 -2.924 0.868
C: 0.218 0.473 -0.817
C: -1.991 0.633 -4.204
C: 2.022 2.042 0.012
C: 3.915 -1.345 4.822
C: -2.045 3.390 -6.788
C: -1.231 0.232 -0.442
C: 1.111 4.752 -3.866
C: 1.993 -3.557 7.209
C: -4.628 -0.442 2.898
C: 0.861 -5.050 5.721
C: -2.316 3.430 1.175
C: -0.910 -2.919 3.822
C: 0.276 3.927 -7.013
C: -1.829 -1.143 -0.549
C: 0.909 -3.311 2.300
C: -3.690 -0.498 0.841
C: -2.915 -1.498 0.421
H: 0.243 4.973 -6.695
H: 1.745 -3.990 2.138
H: 1.555 2.715 -0.709
H: -1.538 -3.682 3.373
H: 0.095 -3.691 1.681
H: -1.188 -2.851 4.877
H: -0.564 2.838 0.117
H: 2.380 -4.419 7.751
H: 2.910 1.642 -0.482
H: 3.356 -0.424 4.977
H: -2.771 2.704 -6.344
H: 0.991 0.758 -5.737
H: -2.686 0.634 -5.055
H: 2.083 5.182 -4.121
H: 0.038 3.887 -8.078
H: -0.172 -4.808 5.985
H: 2.735 -2.759 7.291
H: 4.621 -3.210 3.118
H: 0.267 1.205 -1.628
H: 1.007 4.739 -2.775
H: -0.546 0.242 -6.429
H: -2.452 1.189 -3.389
H: 1.287 3.553 -6.896
H: 1.076 -3.218 7.702
H: 2.318 2.634 0.876
H: 4.349 -3.988 4.687
H: -1.124 -1.949 3.358
H: 1.630 0.028 0.767
H: -1.857 -0.397 -3.867
H: 4.311 -1.677 5.791
H: 0.401 1.279 1.149
H: 1.225 -5.804 6.423
H: 0.345 5.423 -4.262
H: 4.759 -1.114 4.169
H: 2.215 1.702 -4.552
H: 1.621 2.072 -2.922
H: 0.878 -5.498 4.733
H: 2.896 3.045 -3.680
H: 0.151 -0.616 -5.043
H: 1.191 -2.317 1.927
H: -2.344 4.411 -6.530
H: -1.952 3.151 -0.897
H: 3.249 -4.279 3.340
H: -2.104 3.272 -7.869
H: -3.103 4.151 0.901

The value obtained for the LUMO energy is -1.314 eV. As for the SMILES: CC[C@@H](F)C1=C(CC=O)C(=O)C(N=C=S)=C(C(F)(F)F)C1=O.CN(C)P(=O)(N(C)C)N(C)C.CN(C)P(=O)(N(C)C)N(C)C. The calculation puts the molar mass at 693.69 g/mol. As for the charge: 0. As for the HOMO-LUMO gap: 7.0 eV. The electronic energy is -3219.38599 Ha.

(3)
This record from the Open Molecules 2025 dataset describes C43H49BCsN11O6S2 as an isolated structure at a distorted geometry. The level of theory is the ωB97M-V functional and the def2-TZVPD basis.

Atoms and positions in Å:
Cs: -0.556 -0.810 0.104
S: 1.076 -6.077 -0.645
S: 2.463 -4.874 2.066
O: -2.066 4.003 1.558
O: 3.017 -0.854 -0.798
O: -2.615 -1.794 -1.177
O: -0.356 0.596 5.092
O: 1.775 0.118 0.774
O: -3.444 3.378 -0.158
N: 4.378 -4.210 0.361
N: -3.643 -0.668 5.330
N: -2.595 -0.888 2.743
N: -1.555 -3.884 -3.752
N: -5.244 -5.634 -1.846
N: 2.621 -4.279 -1.779
N: -1.469 -5.180 3.056
N: -2.178 -4.306 3.798
N: -4.403 -2.669 -0.110
N: -2.086 -0.442 -3.986
N: -1.261 -3.301 1.997
C: -3.088 0.253 3.204
C: -3.647 4.688 0.125
C: -2.426 -3.835 -2.989
C: -2.834 6.360 1.651
C: -6.431 8.511 0.480
C: -4.668 9.108 -1.190
C: 6.271 -2.793 1.102
C: 1.656 -4.264 -2.904
C: -0.931 -4.569 1.991
C: 3.136 -4.674 0.576
C: 2.900 -3.025 -6.261
C: -2.811 5.067 1.170
C: 2.787 -1.649 -6.120
C: 8.161 -0.865 0.410
C: 1.934 1.223 5.091
C: -2.025 -3.182 3.123
C: 2.304 -1.119 -4.932
C: 8.573 -2.102 0.881
C: -3.715 7.265 1.055
C: 5.862 -1.547 0.628
C: 2.533 -3.856 -5.212
C: -3.124 -1.806 4.871
C: -3.484 -3.782 -2.057
C: -4.559 6.902 0.006
C: -6.364 7.381 -1.722
C: 5.223 -3.804 1.485
C: 1.940 -1.952 -3.883
C: 2.052 -3.332 -4.015
C: 7.628 -3.065 1.220
C: 3.191 1.519 -0.527
C: 0.532 1.191 4.518
C: -4.521 5.582 -0.465
C: -3.606 0.359 4.491
C: 3.902 -3.579 -1.908
C: 2.632 0.149 -0.141
C: -3.467 -2.692 -1.112
C: -5.495 7.954 -0.602
C: 2.312 -4.976 -0.684
C: -2.601 -1.917 3.588
C: -4.434 -4.813 -1.971
C: 0.348 1.888 3.207
C: 6.803 -0.592 0.278
C: 4.898 -4.245 -0.996
B: -2.416 2.837 0.726
H: 1.547 -5.282 -3.280
H: 2.387 2.096 -0.991
H: 2.604 -4.933 -5.319
H: -3.735 8.285 1.426
H: 9.629 -2.321 0.981
H: 7.946 -4.037 1.584
H: 0.757 1.225 2.434
H: 5.079 -5.281 -1.300
H: 6.468 0.366 -0.100
H: 3.060 -0.991 -6.936
H: 2.195 -0.048 -4.816
H: -4.191 -2.023 0.633
H: -7.099 9.269 0.057
H: 5.662 -4.686 1.962
H: -5.325 9.862 -1.640
H: -5.869 8.969 1.296
H: 5.843 -3.706 -1.025
H: 4.806 -1.345 0.487
H: -3.051 1.099 2.516
H: 0.945 2.802 3.153
H: -2.264 -0.388 -2.985
H: 4.552 -3.367 2.223
H: -1.897 -1.428 -4.150
H: -3.122 -2.663 5.532
H: 4.018 1.430 -1.232
H: -4.066 9.595 -0.422
H: -1.403 -6.144 3.328
H: -6.990 6.561 -1.364
H: -7.022 8.164 -2.111
H: -0.694 2.108 2.985
H: 4.235 -3.679 -2.941
H: 2.001 0.557 5.950
H: -3.989 8.737 -1.961
H: 0.676 -3.996 -2.508
H: -5.758 7.009 -2.551
H: -5.151 5.241 -1.276
H: -3.994 1.312 4.834
H: -2.184 6.659 2.465
H: 2.655 0.930 4.323
H: 2.183 2.244 5.391
H: 3.500 2.076 0.360
H: 3.261 -3.452 -7.189
H: -2.980 -0.252 -4.426
H: 3.790 -2.522 -1.661
H: -4.915 -3.506 0.112
H: 8.895 -0.115 0.140
H: -7.041 7.710 0.905
H: 1.567 -1.498 -2.972
H: -0.307 -5.068 1.263

The value obtained for the LUMO energy is 3.434 eV. The calculation puts the molar mass at 1023.79 g/mol. The value obtained for the relative energy (zero: lowest compared OMol25 entry of this formula, charge and spin) is 133.23 kJ/mol. As for the charge: -2. As for the HOMO-LUMO gap: 4.9 eV. The electronic energy is -3563.29799 Ha.

(4)
This record from the Open Molecules 2025 dataset describes C19H43OP3SSeTi as an isolated structure at a distorted geometry. The level of theory is the ωB97M-V functional and the def2-TZVPD basis.

Atoms and positions in Å:
Se: -0.897 -2.736 0.066
Ti: 0.529 -0.342 0.788
S: -0.387 -0.058 4.075
P: 1.187 2.041 0.306
P: 2.065 -2.032 -2.115
P: -1.654 0.268 -0.271
O: 0.243 -0.126 2.572
C: 0.921 -2.989 -3.089
C: -1.574 1.293 3.849
C: 0.500 -5.237 0.296
C: 2.683 -3.805 1.361
C: 0.375 -3.895 0.746
C: 1.759 -5.817 0.343
C: 1.419 -3.242 1.425
C: 0.602 3.146 1.657
C: -1.557 -1.450 4.052
C: 4.474 -1.035 3.180
C: 2.851 -5.076 0.807
C: -3.193 -0.722 -0.540
C: 2.284 -0.402 -2.769
C: -1.340 0.681 -2.012
C: 3.605 -2.943 -2.019
C: -2.420 1.778 0.427
C: 4.851 -2.138 3.868
C: 0.945 3.142 -1.161
C: 3.006 2.230 0.437
H: -1.816 2.680 0.241
H: -0.750 1.592 -2.126
H: 1.306 -2.241 1.897
H: 4.183 -2.654 4.563
H: -2.021 1.487 4.831
H: -0.337 -5.817 -0.096
H: 0.389 -3.687 -2.430
H: 2.787 -0.439 -3.746
H: -3.610 -1.102 0.402
H: 3.619 -3.756 -2.772
H: 1.461 -3.549 -3.863
H: -0.844 -0.156 -2.512
H: 5.207 -0.499 2.576
H: 3.520 1.380 -0.036
H: -0.107 3.406 -1.318
H: -3.907 -0.016 -0.988
H: -1.008 2.172 3.504
H: 1.462 -2.025 -0.798
H: 3.296 2.261 1.496
H: 1.917 -6.840 0.001
H: -3.395 1.877 -0.077
H: 4.477 -2.292 -2.195
H: 1.496 4.082 -1.005
H: 1.319 0.098 -2.909
H: 0.849 4.191 1.410
H: 3.336 3.163 -0.052
H: 1.319 2.678 -2.083
H: -2.330 0.824 -2.456
H: 2.888 0.225 -2.099
H: -2.359 1.010 3.134
H: -2.582 -1.081 4.021
H: -0.484 3.054 1.777
H: 3.704 -3.395 -1.013
H: 3.471 -0.575 3.273
H: -2.603 1.676 1.509
H: 3.508 -3.208 1.752
H: 5.892 -2.532 3.830
H: 1.109 2.840 2.584
H: -1.406 -1.940 5.018
H: -1.343 -2.142 3.232
H: 3.843 -5.515 0.805
H: 0.189 -2.329 -3.564
H: -3.013 -1.541 -1.252

The spin multiplicity is 2. The value obtained for the LUMO energy (spin up / spin down) is -9.772 / -9.458 eV. The calculation puts the molar mass at 539.37 g/mol. The value obtained for the relative energy (zero: lowest compared OMol25 entry of this formula, charge and spin) is 105.67 kJ/mol. As for the charge: +3. As for the HOMO-LUMO gap (spin up / spin down): 6.1 / 6.4 eV. The electronic energy is -5497.12199 Ha.